[1]
{"formula": "C18H42BF4O23S2", "method": "wB97M-V/def2-TZVPD", "lumo_ev": 1.6, "total_charge": -1, "elements": ["B", "F", "F", "F", "F", "O", "S", "O", "O", "C", "C", "C", "H", "H", "H", "H", "H", "H", "H", "H", "O", "S", "O", "O", "C", "C", "C", "H", "H", "H", "H", "H", "H", "H", "H", "O", "H", "H", "O", "H", "H", "O", "H", "H", "O", "H", "H", "O", "H", "H", "C", "C", "O", "C", "O", "O", "H", "H", "H", "H", "C", "C", "O", "C", "O", "O", "H", "H", "H", "H", "C", "C", "O", "C", "O", "O", "H", "H", "H", "H", "C", "C", "O", "C", "O", "O", "H", "H", "H", "H"], "positions_angstrom": [[0.659913, -1.758492, -1.457407], [1.017673, -1.296652, -0.157357], [1.582073, -2.612712, -1.931657], [-0.598167, -2.347032, -1.375027], [0.547083, -0.663572, -2.309937], [-1.067667, -6.440722, 7.734083], [0.390173, -6.578772, 7.911843], [1.015673, -7.915682, 7.841853], [1.204743, -5.597652, 6.854863], [2.665123, -5.563972, 6.865133], [3.110963, -4.378182, 5.938573], [0.840473, -6.046342, 9.562793], [3.009523, -6.502542, 6.430873], [2.868913, -5.518152, 7.934933], [4.057163, -4.108772, 6.407853], [2.409623, -3.545602, 5.883633], [3.233023, -4.794282, 4.938543], [0.354643, -6.668692, 10.314283], [0.539253, -4.998822, 9.570983], [1.907353, -6.174292, 9.745833], [-1.541267, 5.883838, 4.637433], [-2.712677, 5.237908, 5.106273], [-2.595867, 4.399648, 6.342353], [-3.945337, 6.378518, 5.370803], [-3.681657, 7.764158, 5.360043], [-5.046167, 8.467158, 5.426393], [-3.558657, 4.186818, 3.831443], [-3.124877, 8.033568, 4.462543], [-3.113717, 8.014398, 6.256103], [-4.972907, 9.543428, 5.582573], [-5.548277, 8.074628, 6.310643], [-5.623757, 8.337308, 4.511173], [-3.989787, 3.427008, 4.483303], [-2.863297, 3.752128, 3.113383], [-4.325517, 4.831788, 3.402453], [-4.431727, -5.897582, -3.556647], [-3.816307, -5.748092, -2.838917], [-5.264077, -6.086942, -3.123567], [6.218923, -3.367982, -4.255537], [5.439733, -3.566982, -3.736417], [6.929643, -3.327262, -3.615657], [-2.261617, -3.575632, 3.320433], [-1.683997, -3.516882, 4.081433], [-1.776467, -3.144262, 2.617023], [1.448583, -7.237792, 0.228933], [0.698743, -7.323282, 0.817723], [1.473533, -6.307332, 0.005663], [3.477893, 0.685028, -5.542227], [3.853553, -0.174792, -5.352967], [2.679913, 0.719678, -5.014717], [0.261123, -5.345942, -8.489637], [-0.144077, -3.923902, -8.595847], [0.011743, -3.596352, -9.979897], [0.421903, -4.596672, -10.695247], [0.558553, -4.541172, -11.932197], [0.608183, -5.702272, -9.859717], [-0.514077, -5.980062, -8.059437], [1.149953, -5.504922, -7.879067], [0.364443, -3.303192, -7.858137], [-1.215247, -3.724462, -8.565597], [-6.497277, 0.347198, -6.464357], [-6.195067, -0.150442, -4.957147], [-6.818007, 0.943138, -4.159227], [-7.209957, 1.906998, -4.938757], [-7.769417, 2.863838, -4.467027], [-6.917927, 1.722238, -6.254697], [-7.250557, -0.283332, -6.936687], [-5.517847, 0.373118, -6.941997], [-5.150777, -0.243012, -4.658847], [-6.859337, -1.006082, -4.835847], [6.741533, 2.001098, 1.705863], [6.059843, 2.477388, 2.887383], [7.093363, 2.817088, 3.825713], [8.252003, 2.542578, 3.385633], [9.355343, 2.922188, 3.896373], [8.120413, 1.925248, 2.109323], [6.612753, 2.677838, 0.861173], [6.386563, 1.029158, 1.363183], [5.493853, 1.681748, 3.371843], [5.428823, 3.361298, 2.794643], [1.471053, 6.325288, -3.268787], [1.524983, 7.826378, -3.152007], [0.371783, 8.303578, -3.809277], [-0.493197, 7.286388, -4.000947], [-1.687947, 7.401078, -4.269547], [0.155073, 6.120868, -3.853417], [1.562543, 5.800748, -2.317687], [2.208093, 6.034808, -4.017437], [2.333653, 8.137848, -3.813177], [1.603053, 8.121468, -2.105617]], "atomic_forces_ev_per_a": [[-1.1, 1.4, 1.0], [0.2, -0.1, 0.1], [1.6, -1.5, -0.6], [-0.7, -0.7, 0.1], [0.2, 0.9, -0.6], [3.3, 0.3, 0.0], [0.1, -2.7, -0.4], [-1.1, 2.1, -0.4], [-2.1, -0.6, 1.0], [-1.3, 0.2, -0.5], [-0.1, -1.5, 1.3], [0.0, 0.9, -0.5], [0.1, 0.0, 0.3], [1.0, 0.4, -0.3], [0.2, 0.5, -0.6], [0.1, -0.1, 0.4], [0.2, 0.3, 0.1], [-0.5, 0.1, -0.4], [0.1, 0.0, 0.6], [0.0, 0.2, -0.4], [0.4, 0.7, -0.6], [-1.6, -1.9, 3.0], [-0.6, 2.2, -3.1], [1.0, -2.6, -0.5], [-0.1, 1.1, 0.0], [0.4, -0.2, 0.2], [0.1, 0.9, 1.4], [0.1, 0.1, 0.1], [0.2, 0.1, -0.1], [0.4, 0.0, 0.0], [-0.4, -0.1, -0.2], [-0.1, -0.3, 0.2], [-0.1, -0.1, -0.4], [0.1, 0.3, 0.2], [0.2, -0.3, -0.2], [0.0, 0.0, -0.3], [0.3, 0.1, 0.2], [-0.2, 0.0, 0.1], [0.1, 0.0, -0.3], [-0.3, 0.0, 0.1], [0.2, 0.0, 0.1], [-0.2, -0.1, 0.1], [0.1, 0.0, 0.2], [0.1, 0.1, -0.3], [0.2, -0.3, 0.0], [-0.2, 0.0, 0.1], [0.0, 0.3, -0.1], [0.1, 0.2, -0.2], [0.1, -0.2, 0.1], [-0.3, 0.0, 0.2], [0.8, -1.1, -0.4], [-1.7, 1.0, -0.2], [0.8, 2.0, 0.5], [0.6, -1.6, -3.1], [-0.2, -0.8, 4.2], [-0.4, 0.6, -0.8], [-0.1, -0.2, -0.5], [0.1, 0.2, -0.1], [0.2, 0.4, -0.7], [-0.1, -0.4, 1.2], [1.7, 0.6, 2.4], [-2.2, 1.4, -1.0], [1.5, -2.9, -0.3], [-1.1, 2.2, 0.3], [0.3, -0.2, -1.1], [-0.3, -1.0, 0.0], [0.1, 0.4, -0.1], [-0.5, -0.1, -0.7], [-0.3, -0.2, -0.2], [0.8, -0.3, 0.6], [1.2, -0.5, -2.0], [-1.7, 0.2, 2.7], [-2.0, 0.8, 1.4], [6.1, 1.2, -1.2], [-4.7, -2.3, -2.2], [0.6, 0.5, 1.4], [0.4, 0.1, -0.1], [0.2, -0.1, 0.2], [-0.2, 0.1, 0.0], [0.1, -0.1, -0.2], [-0.8, -0.1, -1.0], [1.0, 0.1, -0.6], [-1.0, 0.4, 0.5], [-2.8, 0.0, -0.5], [3.4, -0.2, 0.5], [0.1, -0.6, 0.5], [-0.1, -0.1, -0.3], [-0.1, -0.6, 0.3], [0.4, 0.6, 0.8], [-0.1, 0.6, -0.3]]}


[2]
{"formula": "C18H42BN2NaO2", "method": "wB97M-V/def2-TZVPD", "lumo_ev": -5.0, "total_charge": 0, "elements": ["Na", "B", "H", "H", "H", "H", "C", "C", "C", "C", "C", "C", "N", "O", "C", "C", "C", "H", "H", "H", "H", "H", "H", "H", "H", "H", "H", "H", "H", "H", "H", "H", "H", "H", "H", "H", "C", "C", "C", "C", "C", "C", "N", "O", "C", "C", "C", "H", "H", "H", "H", "H", "H", "H", "H", "H", "H", "H", "H", "H", "H", "H", "H", "H", "H", "H"], "positions_angstrom": [[11.466090, 8.077706, 7.787357], [13.502059, 7.042850, 7.989392], [16.103590, 12.837493, 8.700447], [6.160368, 3.270600, 15.114152], [4.426273, 6.643009, 3.463745], [15.540756, 9.548621, 8.327011], [10.741858, 8.289462, 11.235480], [11.824797, 9.371152, 11.147447], [13.273502, 8.704798, 10.986253], [14.338403, 9.683781, 10.641933], [13.944374, 10.511738, 9.392665], [12.562063, 11.185979, 9.426987], [11.618464, 10.115373, 9.922709], [10.295500, 10.724675, 9.917901], [12.552722, 12.458215, 10.179049], [12.172804, 11.528426, 7.966070], [11.796419, 10.231797, 12.445764], [10.796737, 7.587376, 10.349652], [9.734189, 8.660723, 11.137100], [10.944200, 7.761880, 12.182499], [13.367692, 8.235192, 11.933235], [13.292855, 7.877398, 10.259728], [15.283401, 9.177526, 10.421171], [14.489323, 10.349506, 11.499884], [13.765060, 9.761201, 8.578104], [14.714958, 11.122601, 8.906503], [13.498872, 12.952656, 9.876561], [11.664434, 12.973475, 9.823767], [12.414996, 12.494248, 11.265586], [11.153555, 11.824443, 7.787745], [12.859312, 12.289770, 7.593428], [12.330759, 10.640593, 7.324766], [11.677211, 9.538480, 13.271162], [11.005868, 10.984489, 12.555847], [12.695696, 10.785678, 12.569847], [10.238142, 11.403132, 10.593796], [7.406308, 8.521622, 5.353596], [8.199227, 8.895348, 6.641598], [7.307807, 9.132519, 7.922967], [6.543983, 7.921844, 8.411772], [7.526701, 6.854836, 8.758458], [8.575054, 6.510199, 7.705472], [9.051426, 7.782095, 7.032258], [9.979192, 7.504277, 5.949492], [9.739616, 5.876505, 8.433376], [8.102785, 5.444642, 6.734144], [9.114876, 10.097904, 6.555366], [8.029487, 8.496191, 4.453175], [6.652069, 9.290259, 5.140913], [6.875831, 7.620044, 5.551574], [7.981311, 9.384237, 8.765975], [6.734969, 10.090961, 7.804068], [5.836124, 7.510145, 7.729197], [5.958242, 8.264690, 9.270309], [7.005344, 5.948271, 9.039825], [8.071996, 7.132018, 9.665426], [9.352131, 5.004474, 8.937467], [10.536738, 5.483151, 7.775398], [10.187910, 6.467485, 9.192287], [7.596441, 4.622837, 7.221989], [7.358561, 5.833406, 6.041624], [8.980293, 5.121654, 6.155409], [8.650996, 11.094229, 6.520667], [9.746497, 9.998007, 5.671547], [9.613342, 10.150610, 7.524483], [9.595105, 6.927209, 5.238175]], "atomic_forces_ev_per_a": [[-1.8, 1.0, -0.1], [2.2, 0.3, 0.3], [-0.1, -0.3, -0.1], [0.0, 0.0, -0.1], [0.1, 0.0, 0.1], [0.1, -1.1, -0.6], [1.0, -0.8, -0.8], [0.8, 0.2, -0.3], [-2.1, 0.2, -0.1], [0.4, 1.6, -0.3], [-1.0, -1.3, -0.6], [0.1, -2.0, -0.1], [-1.3, 1.3, -1.6], [0.2, -1.0, -0.5], [-0.1, 1.5, 0.5], [0.9, -1.0, -0.2], [-0.4, -0.6, -0.2], [0.5, 0.6, 1.2], [-0.3, 0.4, 0.6], [-0.6, -0.2, -0.5], [0.8, -0.5, 1.0], [-0.5, 0.1, -0.1], [-0.1, 0.1, 0.2], [0.3, 0.0, -0.2], [0.3, -0.1, 0.3], [-0.2, 0.3, 0.9], [-0.8, 0.3, 0.4], [0.2, 0.8, -0.2], [0.6, -0.6, -0.2], [-0.3, 0.3, 0.4], [-0.1, 0.1, 0.0], [0.0, 0.2, 0.2], [0.1, 0.0, 0.3], [-0.2, -0.4, -0.4], [0.9, 0.2, 0.2], [0.3, 0.3, 0.5], [0.1, 1.9, 0.7], [-1.5, -0.1, 0.8], [0.3, 1.0, -0.5], [-0.2, 0.9, 0.0], [0.5, -0.2, 1.1], [0.1, 0.5, -0.6], [1.4, -1.1, 0.3], [-0.1, -0.7, 0.0], [0.5, -1.0, -0.7], [-0.3, 0.6, -1.1], [-0.1, 0.6, -0.2], [0.0, -0.3, 0.3], [0.1, -0.1, 0.1], [-0.4, -0.7, -0.3], [0.1, -0.1, -0.5], [0.0, -1.1, -0.2], [-0.7, 0.0, -0.9], [0.1, -0.4, 0.1], [-0.1, -0.4, -0.1], [0.0, 0.3, 0.0], [-0.1, -0.4, 0.3], [-0.4, 0.3, 0.0], [0.2, 0.7, 0.6], [0.3, -0.3, 0.3], [0.0, 0.0, -0.1], [-0.5, -0.4, 0.1], [-0.5, -0.5, -0.4], [0.4, 0.2, 0.3], [0.7, -0.2, -0.3], [-0.1, 0.7, 1.0]]}


[3]
{"formula": "C18H42Br3NO6P2", "method": "wB97M-V/def2-TZVPD", "lumo_ev": 0.1, "smiles": "CC(=O)N(C)P(/C(Br)=C(\\C)Br)#P(O)Br.CC(C)O.CC(C)O.CC(C)O.CC(C)O", "total_charge": 0, "elements": ["C", "C", "O", "N", "C", "P", "C", "Br", "C", "C", "Br", "P", "O", "Br", "H", "H", "H", "H", "H", "H", "H", "H", "H", "H", "C", "C", "C", "O", "H", "H", "H", "H", "H", "H", "H", "H", "C", "C", "C", "O", "H", "H", "H", "H", "H", "H", "H", "H", "C", "C", "C", "O", "H", "H", "H", "H", "H", "H", "H", "H", "C", "C", "C", "O", "H", "H", "H", "H", "H", "H", "H", "H"], "positions_angstrom": [[-0.209642, -0.355677, -3.234313], [1.119031, -0.354196, -2.540164], [2.074758, 0.254382, -2.916125], [1.201080, -1.228560, -1.379193], [2.004721, -2.436966, -1.690414], [1.797828, -0.463656, 0.059011], [1.131782, 1.219270, -0.070933], [-0.762194, 1.413844, -0.001622], [1.934289, 2.272085, -0.224702], [3.419225, 2.205917, -0.429317], [1.249026, 4.024409, -0.316012], [0.521158, -1.083177, 1.815322], [1.656502, -2.093580, 2.460728], [-0.797911, -2.598842, 0.858976], [-0.334079, -1.307583, -3.766112], [-1.010104, -0.274025, -2.495219], [-0.254099, 0.468067, -3.948953], [1.962522, -2.635008, -2.766508], [3.058042, -2.316436, -1.411284], [1.574831, -3.299890, -1.173421], [3.629928, 2.219741, -1.505247], [3.903521, 3.072877, 0.024566], [3.844913, 1.293975, -0.007224], [2.551988, -1.802257, 2.223641], [-2.970354, 4.288783, 3.325919], [-3.920561, 3.118776, 3.533043], [-3.353593, 2.091983, 4.499412], [-4.242738, 2.510153, 2.282650], [-2.025976, 3.933806, 2.901931], [-3.399754, 5.014174, 2.634500], [-2.751233, 4.791924, 4.269067], [-4.874184, 3.488779, 3.914683], [-2.417193, 1.684957, 4.102841], [-4.053316, 1.269258, 4.639586], [-3.144318, 2.539766, 5.472855], [-3.418795, 2.166209, 1.918325], [-0.355468, -5.499581, -5.116265], [-0.257429, -4.122945, -4.480612], [-0.697267, -4.126987, -3.026825], [-1.002798, -3.158864, -5.225636], [-1.392068, -5.847967, -5.099550], [-0.025773, -5.466441, -6.154512], [0.254511, -6.226562, -4.578513], [0.775500, -3.771189, -4.545352], [-1.742251, -4.438510, -2.940108], [-0.613798, -3.128870, -2.595923], [-0.092643, -4.811113, -2.429135], [-1.930994, -3.420005, -5.203315], [4.758895, 3.364310, -4.723090], [6.097179, 3.021535, -4.088016], [7.122476, 2.583597, -5.121282], [5.935319, 2.023381, -3.080669], [4.344624, 2.486835, -5.227604], [4.044002, 3.683635, -3.964337], [4.864071, 4.162038, -5.459790], [6.476071, 3.892621, -3.549594], [6.774047, 1.685424, -5.639328], [8.073615, 2.351025, -4.642503], [7.288021, 3.361809, -5.867531], [5.595051, 1.226723, -3.505581], [-4.746922, -2.184780, 6.443949], [-4.660766, -0.708686, 6.797485], [-4.852393, -0.468528, 8.286549], [-5.600401, 0.049412, 6.037280], [-5.733729, -2.577565, 6.705984], [-4.597335, -2.330658, 5.374244], [-3.996997, -2.764698, 6.983663], [-3.686896, -0.320567, 6.491359], [-5.841970, -0.814192, 8.599424], [-4.777510, 0.594607, 8.515350], [-4.105277, -1.005492, 8.872628], [-6.485843, -0.253802, 6.269577]], "atomic_forces_ev_per_a": [[0.0, 0.1, 0.1], [-0.5, -0.5, 0.2], [0.6, 0.5, -0.3], [0.1, 0.0, 0.1], [-0.2, -0.1, -0.1], [0.1, 0.1, 0.0], [-0.2, 0.0, 0.0], [-0.1, 0.0, 0.0], [0.2, 0.0, -0.1], [0.0, 0.1, 0.0], [0.0, 0.1, 0.0], [0.0, -0.2, 0.0], [0.2, 0.2, 0.1], [-0.1, -0.1, -0.1], [0.0, 0.2, 0.0], [0.1, -0.1, -0.1], [0.0, -0.1, 0.1], [0.0, 0.0, 0.2], [-0.1, 0.0, 0.0], [0.1, 0.1, 0.0], [0.0, 0.0, 0.1], [0.0, -0.1, -0.1], [-0.1, 0.1, -0.1], [-0.1, -0.2, 0.0], [0.0, 0.0, -0.1], [0.1, 0.0, 0.0], [0.0, -0.1, 0.0], [0.0, 0.0, 0.0], [0.0, 0.0, 0.0], [0.0, 0.0, 0.0], [0.0, 0.0, 0.0], [0.0, 0.0, 0.0], [0.0, 0.0, 0.0], [0.0, 0.1, 0.0], [0.0, 0.0, 0.0], [0.0, 0.0, 0.0], [0.0, 0.0, -0.1], [0.0, -0.1, 0.1], [0.0, 0.0, 0.1], [0.0, 0.0, 0.0], [0.0, 0.0, 0.0], [0.0, 0.0, 0.0], [0.0, 0.0, 0.0], [0.0, 0.0, 0.0], [0.0, 0.0, 0.0], [0.0, -0.1, 0.1], [0.0, 0.0, 0.0], [0.0, 0.0, 0.0], [0.0, 0.0, 0.1], [-0.1, 0.0, -0.1], [0.0, 0.0, 0.0], [0.0, 0.0, 0.0], [0.0, 0.0, 0.0], [0.0, 0.0, 0.0], [0.0, 0.0, 0.0], [0.0, 0.0, 0.0], [0.0, 0.0, 0.0], [0.0, 0.0, 0.0], [0.0, 0.0, 0.0], [0.0, 0.0, 0.0], [0.0, 0.0, -0.1], [0.0, -0.1, 0.1], [0.0, 0.1, 0.0], [0.0, 0.0, 0.0], [0.0, 0.0, 0.0], [0.0, 0.0, 0.0], [0.0, 0.0, 0.0], [0.0, 0.0, 0.0], [0.0, 0.0, 0.0], [0.0, 0.0, 0.0], [0.0, 0.0, 0.0], [0.0, 0.0, 0.0]]}


Quick rundown of energy, same order as above: -99661.0227 -31489.0288 -261827.6839 eV
Quick rundown of HOMO-LUMO gap, same order as above: 10.0 1.1 8.4 eV
Quick rundown of max |F|, same order as above: 6.4 2.5 0.8 eV Å⁻¹